i | C5H9N3O | ωB97M-V with the def2-TZVPD basis set

Values from the calculation:
Structure (SMILES): CN/N=C1\CCC=NO1
Frontier orbital gap: 9.001 eV
HOMO energy: -8.236 eV

Structure (ORCA input):
```
! wB97M-V def2-TZVPD RIJCOSX def2/J DEFGRID3
* xyz 0 1
O 0.2723 0.6850 -2.0229
N 1.6448 -1.5102 0.4320
N -0.5539 1.7982 -2.1618
N 1.3551 -0.8429 -0.7686
C 0.5797 0.1868 -0.7320
C 0.6615 -2.4726 0.8598
C -1.3156 2.1176 -1.2070
C 0.0475 0.8904 0.4220
C -1.3459 1.4910 0.1390
H -2.0033 0.6098 0.2403
H -1.8645 2.9645 -1.4852
H 0.4516 -3.3590 0.1598
H 0.7007 1.7226 0.8224
H -0.2483 -1.8452 0.8464
H 0.7866 -2.8161 1.8558
H -0.0998 0.1993 1.2983
H 2.5196 -2.0104 0.3229
H -1.5882 2.1912 0.9788
*
```

Here are the natural (NBO) charges for atoms 1 to 4, given in e:
1. O -0.35
2. N -0.49
3. N -0.07
4. N -0.30

***

ii | C5H9N3O | ωB97M-V with the def2-TZVPD basis set

Values from the calculation:
Frontier orbital gap (spin up / spin down): 6.885 / 6.881 eV
HOMO energy (spin up / spin down): -7.452 / -7.449 eV

Structure (ORCA input):
```
! wB97M-V def2-TZVPD RIJCOSX def2/J DEFGRID3
* xyz 0 1
O 2.7048 0.2612 0.4440
N 1.4700 0.2675 -0.1444
N -0.3969 -0.6643 -0.5188
N 1.6538 -2.0542 -0.4465
C -0.7166 0.8225 1.6013
C -0.3820 0.8586 0.3133
C -0.6529 1.9592 -0.6537
C -1.3395 -1.5241 -0.5818
C 0.9958 -0.9560 -0.4398
H 1.0934 -2.8880 -0.5765
H -0.5050 -0.0265 2.2354
H 0.2039 2.1022 -1.3107
H -1.1956 1.6824 2.0488
H -1.5250 1.7319 -1.2703
H -2.3642 -1.1848 -0.5029
H 2.9225 -0.6872 0.5807
H -0.8402 2.8848 -0.1092
H -1.1262 -2.5853 -0.6688
*
```

Here are the natural (NBO) charges for atoms 1 to 4, given in e:
1. O -0.53
2. N -0.17
3. N -0.31
4. N -0.83

***

iii | C5H9N3O | ωB97M-V with the def2-TZVPD basis set

Values from the calculation:
Frontier orbital gap (spin up / spin down): 7.123 / 7.124 eV
HOMO energy (spin up / spin down): -8.164 / -8.164 eV

Structure (ORCA input):
```
! wB97M-V def2-TZVPD RIJCOSX def2/J DEFGRID3
* xyz 0 1
O 0.1331 1.0012 2.0044
N 1.1173 -0.0972 -0.1033
N -0.3451 -1.0439 -0.4762
N -2.2685 -0.4584 0.8270
C -0.0502 0.9351 0.7822
C -0.1313 -2.4528 -0.2136
C -1.1094 -0.3047 0.3328
C 2.0486 0.1794 -0.9148
C -0.3270 2.1958 -0.0298
H 2.4274 -0.5783 -1.6042
H 0.5797 2.8018 -0.0749
H 0.3952 -2.6326 0.7265
H 2.4728 1.1870 -0.9534
H -1.0988 2.7664 0.4878
H -2.4813 0.3300 1.4443
H -1.1165 -2.9300 -0.1478
H -0.6696 1.9963 -1.0459
H 0.4236 -2.8949 -1.0411
*
```

Here are the natural (NBO) charges for atoms 1 to 4, given in e:
1. O -0.66
2. N -0.23
3. N -0.21
4. N -0.68

***

If we sort the structures by their calculated energies, the order from most to least stable is i, iii, ii.

***

i | C4H9N2O2 | ωB97M-V with the def2-TZVPD basis set

Values from the calculation:
Frontier orbital gap (spin up / spin down): 9.625 / 6.061 eV
HOMO energy (spin up / spin down): -8.940 / -8.909 eV

Structure (ORCA input):
```
! wB97M-V def2-TZVPD RIJCOSX def2/J DEFGRID3
* xyz 0 2
O 0.0211 0.5296 -2.2730
O -4.4154 -2.2916 0.9055
N 2.3134 1.0520 -1.3477
N -0.8248 -0.1742 -0.2839
C 1.6920 0.5862 0.9134
C -3.6946 -1.4682 1.3029
C 1.5808 0.0299 -0.4635
C 0.1456 0.0044 -1.1790
H 1.6289 -0.2094 1.8178
H -3.8596 -0.3492 0.9048
H -2.9780 -1.6495 2.0772
H 2.7594 0.8294 0.9462
H -1.7751 -0.1677 -0.6351
H 1.9896 0.8984 -2.3150
H 2.5123 1.9382 -0.9918
H 1.9022 -0.9157 -0.4710
H 1.0022 1.3575 1.0920
*
```

Here are the natural (NBO) charges for atoms 1 to 4, given in e:
1. O -0.45
2. O -0.48
3. N -0.88
4. N -0.42

***

ii | C4H9N2O2 | ωB97M-V with the def2-TZVPD basis set

Values from the calculation:
Frontier orbital gap (spin up / spin down): 10.525 / 5.908 eV
HOMO energy (spin up / spin down): -9.769 / -9.744 eV

Structure (ORCA input):
```
! wB97M-V def2-TZVPD RIJCOSX def2/J DEFGRID3
* xyz 0 2
O 1.2714 0.8632 1.5012
O 2.1602 1.8408 -0.2488
N -2.2957 -1.8860 -0.3697
N 1.2598 -0.2135 -0.5243
C 0.0844 -1.0397 -0.2350
C -1.9039 0.4718 0.1488
C 1.5643 0.9776 0.3399
C -1.3050 -0.7280 -0.6062
H -2.5560 0.1591 1.0486
H -3.1677 -1.4745 -0.0253
H 0.2854 -1.9321 -0.8535
H 1.3064 -0.0425 -1.4983
H -1.0097 1.0960 0.4942
H 0.0601 -1.1749 0.9278
H -1.9205 -2.5111 0.3942
H -2.5074 1.1263 -0.4340
H -1.3315 -0.2722 -1.7003
*
```

Here are the natural (NBO) charges for atoms 1 to 4, given in e:
1. O -0.64
2. O -0.35
3. N -0.83
4. N -0.43

***

If we sort the structures by their calculated energies, the order from most to least stable is ii, i.

***

i | C10H37BO11 | ωB97M-V with the def2-TZVPD basis set

Values from the calculation:
Frontier orbital gap: 8.220 eV
HOMO energy: -9.428 eV

Structure (ORCA input):
```
! wB97M-V def2-TZVPD RIJCOSX def2/J DEFGRID3
* xyz 0 1
O 3.8325 -5.3728 0.7610
O 6.2102 -2.6235 4.3642
O 6.1436 -1.1196 0.2464
O 1.2327 -1.5379 2.4399
O 2.4810 -0.8447 -4.2683
O 7.3383 -4.4110 2.2801
O -1.5821 -3.5922 -0.9920
O 2.8451 -0.7263 -0.7019
O 2.4696 -2.3810 4.8690
O 0.1285 -3.9788 1.3783
O 2.7278 -7.8416 0.0374
C 1.0913 -0.7412 3.5507
C -1.3510 -2.6271 0.0320
C 8.0975 -3.7804 3.3376
C 2.2471 -6.6494 -0.5612
C 1.6708 -1.2381 4.9008
C 2.3406 -1.2486 -1.9126
C -1.1287 -3.3179 1.3793
C 7.2141 -3.6152 4.5653
C 3.1617 -0.6955 -3.0554
C 3.3455 -5.6192 -0.5741
B 4.1395 -2.1882 1.8980
H 0.8371 -1.4223 5.5800
H 3.0677 -4.6349 -0.9653
H 6.9735 -0.9404 0.7215
H 1.3235 -6.2941 -0.1002
H 5.3800 -1.4759 0.9354
H 1.2667 -1.1011 -2.0441
H -0.4244 -2.0826 -0.2169
H 2.5041 -2.3395 -1.8864
H -1.8905 -4.1000 1.4445
H 2.7356 -7.6901 0.9890
H 3.6159 -2.8066 2.7749
H 6.7501 -4.5820 4.7727
H 5.3150 -2.5172 1.8737
H 3.1118 -0.7294 -4.9825
H 3.2740 0.3777 -2.8237
H 3.0468 -2.4320 4.0980
H 3.9746 -0.9964 2.1113
H 0.0046 -0.7054 3.6657
H 2.9078 -1.3981 0.0039
H 8.5199 -2.8265 3.0025
H 5.8665 -2.6573 3.4595
H 4.1750 -5.9869 -1.1877
H 5.8032 -0.3715 -0.2856
H 2.2567 -0.4404 5.3838
H 0.7746 -3.3285 1.7039
H 7.7754 -3.2226 5.4145
H 4.6785 -5.8120 0.8729
H 3.5988 -2.4499 0.8503
H 1.3499 0.3043 3.3574
H 2.1690 -1.6835 2.2163
H -1.2270 -2.6044 2.1999
H 2.0353 -6.8643 -1.6136
H 6.8530 -3.7618 1.7660
H -2.1462 -1.8834 0.0261
H 4.1497 -1.1661 -3.0673
H 8.9191 -4.4567 3.5818
H -0.9381 -4.2952 -0.8414
*
```

Here are the natural (NBO) charges for atoms 1 to 4, given in e:
1. O -0.74
2. O -0.73
3. O -0.83
4. O -0.76

***

ii | C10H37BO11 | ωB97M-V with the def2-TZVPD basis set

Values from the calculation:
Frontier orbital gap: 8.972 eV
HOMO energy: -9.865 eV

Structure (ORCA input):
```
! wB97M-V def2-TZVPD RIJCOSX def2/J DEFGRID3
* xyz 0 1
O -2.6829 4.0913 -3.4960
O -4.1084 -2.7535 1.5337
O 3.0851 -0.4868 -1.2512
O -0.9561 4.3047 -0.9049
O 3.9362 -4.5978 1.4390
O -0.3739 2.8168 1.7114
O -1.1371 -2.0161 1.2602
O 0.4778 -2.3559 -4.1047
O 0.1769 -0.0032 -2.4302
O 1.1442 -4.3699 2.1163
O 2.5286 2.0962 2.3481
C -2.3165 -1.2201 1.2726
C 1.9928 3.4177 2.1617
C 3.4534 -3.5594 2.2848
C 1.9977 -3.2375 1.9513
C -2.8783 3.5479 -2.2033
C -1.5896 3.1638 -1.4727
C -0.8594 -0.9121 -2.7059
C -3.4841 -1.8696 0.6005
C 0.5148 3.4117 2.6513
C -0.6422 -1.4845 -4.0988
B 0.9022 0.3517 0.5142
H 0.2999 -3.2038 -3.6919
H -0.5001 -0.7239 -4.8648
H 1.0361 0.2252 1.6525
H 2.2443 -0.2351 -0.7161
H 0.9469 -0.7126 0.0481
H 1.7152 1.0426 0.0589
H 0.4264 2.9859 3.6507
H 0.2412 -4.0426 2.1971
H 1.9928 3.7325 1.1152
H -0.8714 -1.7015 -1.9450
H -1.5738 -1.9525 -4.4371
H 3.4809 -5.4062 1.6954
H -0.5204 4.0337 -0.0869
H -0.3437 -1.4777 1.1659
H 4.0857 -2.6865 2.1465
H -3.5518 4.1689 -1.6093
H 2.6015 4.0626 2.7893
H -3.3346 2.5599 -2.3275
H -2.0564 4.8171 -3.3876
H -5.0527 -2.8578 1.4064
H -0.9133 2.6535 -2.1635
H 1.9385 1.4121 1.9728
H 0.3086 4.4841 2.7468
H 0.2698 0.1400 -1.4805
H -2.0566 -0.3140 0.7084
H 1.6453 -2.5050 2.6847
H 2.8926 -0.7338 -2.1798
H -1.8586 -0.4544 -2.6762
H 3.4697 -3.9303 3.3140
H 0.0922 2.0191 1.3932
H -3.1494 -2.4432 -0.2667
H 1.8827 -2.8903 0.9213
H -0.1275 0.8202 0.2976
H -4.1772 -1.0853 0.2899
H -2.5439 -0.8394 2.2712
H 3.7619 0.2142 -1.2083
H -1.8821 2.4887 -0.6621
*
```

Here are the natural (NBO) charges for atoms 1 to 4, given in e:
1. O -0.72
2. O -0.73
3. O -0.82
4. O -0.76

***

If we sort the structures by their calculated energies, the order from most to least stable is ii, i.

***

i | C5H11NO | ωB97M-V with the def2-TZVPD basis set

Values from the calculation:
Frontier orbital gap (spin up / spin down): 9.834 / 6.471 eV
HOMO energy (spin up / spin down): -14.037 / -14.034 eV

Structure (ORCA input):
```
! wB97M-V def2-TZVPD RIJCOSX def2/J DEFGRID3
* xyz 1 2
O 1.0767 1.2786 2.0360
N -1.0674 -0.9666 -1.9625
C -0.3124 -1.0361 -0.8654
C 0.7300 0.0037 -0.6319
C -0.1801 1.2761 1.3528
C 0.1647 1.3490 -0.1387
C -0.3970 -2.1737 -0.0581
H 1.0088 0.8057 2.8696
H -0.9835 -3.0205 -0.3776
H -0.9595 -0.1350 -2.5335
H -1.1042 -1.8042 -2.5365
H 0.6985 2.2925 -0.2001
H 1.3428 0.1180 -1.5287
H -0.6347 0.3229 1.6152
H 0.0497 -2.2038 0.9295
H -0.7654 1.5563 -0.6791
H 1.4018 -0.3167 0.1636
H -0.7748 2.1462 1.6326
*
```

Here are the natural (NBO) charges for atoms 1 to 4, given in e:
1. O -0.73
2. N -0.61
3. C 0.32
4. C -0.50

***

ii | C5H11NO | ωB97M-V with the def2-TZVPD basis set

Values from the calculation:
Frontier orbital gap (spin up / spin down): 10.005 / 5.180 eV
HOMO energy (spin up / spin down): -14.648 / -14.624 eV

Structure (ORCA input):
```
! wB97M-V def2-TZVPD RIJCOSX def2/J DEFGRID3
* xyz 1 2
O 1.4318 -0.8241 -1.6253
N 2.7389 0.3253 -0.2126
C -2.3078 0.5746 1.7279
C -2.2436 -0.0609 0.3038
C 0.2051 0.4504 0.0155
C -0.9308 -0.5997 0.0623
C 1.4743 -0.1071 -0.6108
H -3.4648 0.6618 1.8261
H 3.3417 0.0196 -1.0585
H -0.9867 -1.2494 -0.8540
H -1.9479 1.6382 1.5426
H -3.0449 -0.8100 0.4635
H -0.8310 -1.2484 0.9212
H 3.2063 1.0425 0.3325
H -2.5008 0.7168 -0.4138
H 0.4938 0.8484 0.9418
H -0.1629 1.2016 -0.7086
H -1.9126 -0.0498 2.5050
*
```

Here are the natural (NBO) charges for atoms 1 to 4, given in e:
1. O -0.06
2. N -0.73
3. C -0.63
4. C -0.41

***

iii | C5H11NO | ωB97M-V with the def2-TZVPD basis set

Values from the calculation:
Frontier orbital gap (spin up / spin down): 8.520 / 6.739 eV
HOMO energy (spin up / spin down): -14.296 / -14.296 eV

Structure (ORCA input):
```
! wB97M-V def2-TZVPD RIJCOSX def2/J DEFGRID3
* xyz 1 2
O 2.4289 3.8091 0.8458
N 1.2650 -1.5288 -0.4449
C 0.8239 -1.2576 0.7610
C 0.7697 -1.2989 -1.5924
C -1.2111 0.2544 0.2544
C -2.1600 -0.8669 -0.2365
C -0.1286 -0.2828 1.1113
H -2.8348 -0.5428 -1.0157
H 1.4288 -0.9893 -2.4107
H 1.3995 -1.6701 1.5626
H -1.5675 -1.7742 -0.4375
H -1.7137 1.0157 0.8398
H -0.2253 -1.5065 -1.9802
H 0.0988 0.2960 2.0041
H -0.7130 0.7465 -0.5980
H 2.4187 2.8464 0.7771
H -2.6931 -1.2591 0.6417
H 2.6137 4.0088 -0.0818
*
```

Here are the natural (NBO) charges for atoms 1 to 4, given in e:
1. O -0.91
2. N -0.28
3. C 0.06
4. C 0.11

***

If we sort the structures by their calculated energies, the order from most to least stable is i, ii, iii.